{"formula": "C45H75NO26S", "method": "ωB97M-V with the def2-TZVPD basis set", "symbols": ["H", "H", "C", "C", "C", "H", "H", "C", "C", "H", "C", "O", "O", "O", "C", "C", "H", "H", "C", "C", "H", "H", "H", "H", "C", "H", "H", "H", "H", "O", "C", "H", "H", "C", "C", "H", "H", "H", "H", "O", "H", "H", "H", "H", "H", "C", "H", "H", "C", "O", "H", "H", "H", "C", "C", "C", "O", "C", "H", "O", "H", "C", "H", "H", "H", "H", "H", "H", "C", "O", "H", "C", "O", "C", "H", "O", "H", "C", "H", "H", "H", "N", "H", "H", "H", "O", "H", "C", "H", "H", "C", "O", "H", "H", "H", "C", "C", "H", "C", "C", "H", "O", "H", "O", "C", "H", "H", "H", "C", "H", "C", "C", "O", "O", "O", "C", "H", "O", "C", "O", "H", "H", "H", "C", "H", "H", "C", "S", "C", "H", "H", "C", "C", "O", "O", "O", "H", "O", "C", "H", "C", "H", "C", "H", "O", "H", "H", "O"], "xyz": [[-5.3230, -1.0821, 4.3758], [-2.8342, 2.0010, -0.0954], [-5.7675, -1.4162, 5.3189], [1.3416, 2.3378, -2.1084], [-2.6054, 2.5110, 2.1333], [-3.3655, 2.4793, 7.0415], [2.3412, -4.4777, 0.3360], [2.2149, -17.4482, -2.1678], [0.8522, -0.6943, -3.4569], [-0.3173, 8.0536, 4.6128], [1.1032, 6.6231, 6.3242], [1.9795, 7.0962, 5.6176], [1.3935, -15.5456, 2.7442], [-4.0919, 0.6196, 7.6312], [-1.9422, 2.2375, 0.6222], [1.5774, -4.4270, -0.5758], [5.8751, 11.2653, 0.1376], [0.1430, -10.5741, -1.5726], [-1.3523, -10.4872, 0.6068], [-3.8853, 2.0084, 7.8821], [-1.7445, 2.7815, 2.9065], [1.5185, 18.4626, -6.5572], [-3.8283, 8.6605, 1.9224], [-1.2268, 1.2903, 0.7476], [1.0409, 9.0140, 1.6418], [0.9766, 17.4227, -7.9257], [1.2839, 9.0008, 2.7092], [-3.1010, 1.5119, 2.5082], [-3.2557, 2.1012, 8.7712], [2.3011, -18.5090, -1.2183], [0.5742, -3.1596, -3.0072], [4.0297, 13.9287, -6.4792], [1.1325, 14.2308, -1.4247], [-2.4789, 0.4577, -4.2377], [1.5006, -12.0503, 2.4782], [2.5342, -11.8433, 2.7740], [-5.7898, -2.5095, 5.3204], [5.0850, 9.7075, 0.4477], [-2.9817, -11.4931, 3.2357], [2.5152, 14.8938, -5.4262], [-3.3396, 7.6327, 3.3198], [-0.5280, -8.9158, -1.3539], [-1.2493, -11.7322, 2.9376], [-2.1884, 2.3071, -2.1525], [0.7953, 10.0285, 1.3118], [-0.7620, -9.9582, -1.5931], [-2.9183, 3.9227, -2.8533], [2.4875, 4.0418, 7.7377], [2.3972, 15.9922, -6.2143], [-2.1231, 7.5012, 1.6355], [-1.3890, -4.3202, -3.9128], [3.2141, -17.1153, -2.4664], [3.5123, -22.4366, -0.1598], [2.9218, -19.6235, -1.6811], [-0.4289, 8.2682, 5.6806], [2.5068, 4.9085, 7.0714], [3.8187, 11.1904, -0.1778], [1.8576, -14.3538, 2.2911], [-2.1821, 0.2582, -3.0985], [1.1212, -13.3694, 2.8657], [-0.1470, 4.3537, -3.6700], [2.0153, -0.3831, -2.3011], [2.2801, 13.7194, -2.6772], [-1.1381, 4.3081, 1.1282], [3.7815, 13.4108, -4.8007], [4.6134, -21.6169, -1.2836], [-2.3257, 5.1306, -0.8064], [-1.4649, 8.5650, 5.8653], [-0.5928, -4.3231, -3.0351], [-1.7413, -10.4731, -0.6931], [-6.7951, -1.0509, 5.4151], [-2.1007, -11.0718, 2.7437], [-0.2743, -10.1078, 1.0371], [-1.5033, 4.3474, -1.1189], [0.2554, -6.4151, 0.0927], [-4.9638, -0.0970, -4.8844], [5.3331, 10.2253, -1.2308], [-1.1952, 8.4254, 1.9907], [3.2776, 5.5996, 7.4277], [1.9185, 8.6743, 1.0850], [-2.9709, 1.5308, -4.3420], [0.6431, -2.0689, -4.0574], [-3.3652, 3.4155, 2.0521], [4.5716, 14.9687, -5.1108], [3.0307, -22.2597, -1.8579], [-0.1586, 7.1037, 6.4585], [1.9723, -16.7274, 1.1311], [5.1043, 10.5743, -0.2186], [1.4856, 3.4265, -1.6443], [-1.9202, -10.0739, 3.1563], [0.1518, 2.0414, -3.2378], [-4.9765, -0.9900, 6.4265], [3.0915, 1.3055, -0.8053], [-4.7032, -2.5256, -3.8722], [-1.1793, -9.9938, -2.6031], [-3.4050, 7.6985, 2.2289], [3.5603, -21.7768, -1.0303], [-0.1709, 17.9341, -6.6732], [0.8650, 17.6373, -6.8579], [1.6681, -3.2744, -1.7473], [-2.8538, -2.7255, -4.1999], [3.2735, 16.4653, -6.9209], [1.4026, -2.2714, -4.7469], [2.4389, 12.7695, -0.8315], [-0.7860, 3.3753, -3.6098], [-5.2070, 0.1471, -3.9284], [-1.6579, -6.2928, -2.0170], [-4.0670, 6.9033, 1.8756], [3.8008, 14.2776, -5.4671], [-0.5620, 4.9893, -1.4727], [-0.1142, 0.5755, -3.9451], [-3.6588, -1.9632, -3.7957], [-2.3705, -10.9965, 1.3453], [1.1354, 16.4728, -6.0800], [4.5769, 12.7620, -1.6724], [-3.5970, -0.6385, -4.7806], [0.0915, 3.1962, 0.2339], [1.2212, 5.5247, 7.1123], [-1.9353, 3.4218, -2.3957], [-1.1800, 0.3714, -4.9824], [-3.2087, -1.0231, -5.8378], [1.3700, -11.9122, 1.4000], [-1.3580, 3.1974, -4.6361], [-0.7609, -5.5248, -1.9124], [0.2245, 9.0936, 5.9813], [2.7357, 4.5596, 6.0593], [2.0798, -16.6805, 2.2196], [3.0189, -1.9223, -1.7744], [3.7007, 12.2888, -0.9658], [-4.8376, 2.5107, 8.0806], [1.6316, -17.7581, -3.0409], [-4.8633, 0.3570, 6.5463], [0.3534, -5.5499, -0.6964], [2.7774, -14.1947, 1.5039], [-0.0336, 8.1194, 1.3596], [2.9335, -20.5434, -0.6837], [1.6263, -17.5780, 2.6489], [-5.3677, 1.1876, 5.8068], [2.1685, 13.9339, -1.6094], [3.1366, -16.6585, 2.5050], [-1.0340, 3.5379, 0.2218], [2.8219, 14.7593, -1.3087], [2.2866, 1.0874, -1.6276], [-3.3877, -1.6663, -2.6751], [-1.3742, 9.3676, 2.7464], [1.7010, -16.6089, -1.6912], [0.8465, -11.3443, 2.9970], [3.3883, -19.7724, -2.7997]], "forces_ev_per_a": [[-0.17, 0.08, 0.19], [1.87, 0.46, 1.17], [-0.28, -0.18, -0.39], [-0.40, -4.57, -1.69], [0.60, -0.30, -0.50], [-0.25, -0.05, 0.09], [-1.86, 0.22, -2.38], [-0.04, 0.44, -0.37], [0.20, 3.76, 1.39], [0.12, 0.12, 0.30], [0.19, 0.24, -0.26], [-1.22, -0.68, 0.98], [0.21, 1.06, -0.22], [-0.59, -0.43, -0.82], [0.18, -0.04, 1.66], [-3.02, 0.01, -3.23], [-0.13, -0.08, -0.23], [-0.11, 0.22, 0.11], [0.15, 0.08, 0.09], [0.10, 0.53, 0.11], [-1.84, -0.47, -1.70], [-0.01, -0.21, -0.17], [0.16, -0.11, 0.19], [-1.72, 1.97, -0.58], [0.49, 0.42, 0.12], [0.15, 0.08, 0.22], [-0.13, 0.10, -0.16], [0.67, 2.18, -0.67], [-0.13, -0.33, -0.17], [0.44, -0.96, -0.13], [-0.41, -3.68, 3.21], [0.02, 0.22, 0.15], [0.20, -0.30, 0.14], [-0.92, -0.03, 0.80], [0.26, 0.55, -0.13], [-0.12, -0.13, -0.19], [0.18, 0.24, 0.25], [-0.28, 0.25, -0.07], [0.07, 0.07, -0.38], [-0.34, 0.90, -0.53], [0.01, 0.17, -0.19], [0.10, -0.23, 0.05], [-0.15, 0.21, -0.05], [0.48, 2.29, -0.16], [0.00, -0.17, 0.19], [0.36, 0.19, -0.37], [2.07, -1.17, 0.89], [-0.29, 0.25, -0.08], [0.39, 0.20, -0.31], [0.84, 0.60, 0.17], [1.98, 0.14, 2.00], [-0.20, -0.17, -0.06], [-0.14, 0.36, -0.03], [0.21, -0.07, -0.49], [-0.12, 0.43, -0.35], [0.46, -0.24, 0.00], [-0.30, 0.85, -0.53], [0.30, 0.05, -0.25], [-1.09, 0.39, -2.41], [0.46, -1.04, -0.32], [-1.18, -1.99, 0.20], [-2.30, 1.99, -1.14], [0.11, 0.11, 0.21], [0.30, -1.58, -1.97], [-0.25, 0.26, -0.05], [-0.25, 0.00, -0.12], [1.47, -1.76, -0.77], [0.20, -0.29, 0.11], [1.67, 0.00, 2.08], [0.14, -0.10, 1.14], [0.24, 0.07, -0.10], [0.08, -0.07, 0.57], [-1.55, -0.39, -0.65], [1.23, 0.07, 0.06], [0.37, 2.02, -1.62], [1.65, 0.32, 2.01], [0.03, 0.22, 0.16], [0.08, 0.30, 0.09], [-0.12, -0.07, -0.23], [-0.36, -0.14, 0.01], [1.17, -2.12, 0.10], [0.95, 0.26, 2.55], [1.49, -2.02, 0.36], [-0.13, -0.09, -0.21], [0.20, 0.18, 0.05], [1.04, -0.62, 0.10], [0.17, 0.06, 0.20], [0.49, -0.25, 0.00], [-0.42, -2.72, -1.27], [0.12, -0.18, -0.11], [1.82, -0.86, 0.45], [0.20, 1.01, 0.25], [-1.67, -0.85, -1.84], [2.19, 1.49, 0.20], [-0.16, -0.11, 0.33], [-0.49, 0.05, 0.20], [0.24, -0.47, -0.11], [0.19, -0.30, 0.15], [-0.12, 0.44, -0.29], [-2.81, -1.73, -0.38], [-1.49, 1.58, 1.08], [-1.31, -0.70, 1.05], [-0.79, 0.19, 0.88], [1.01, -0.60, 0.07], [-0.50, -1.72, 0.54], [0.41, -0.53, -2.11], [2.26, 1.82, 0.35], [0.37, 0.05, -0.08], [0.53, -0.29, 0.00], [-2.07, -1.19, 0.78], [2.78, 0.27, 2.24], [0.60, -0.22, -0.39], [0.76, 0.42, -0.82], [0.91, -0.52, 0.04], [-1.25, -0.70, 0.98], [0.91, -1.38, 0.26], [-2.24, 0.78, -0.40], [-0.26, 0.85, -0.54], [-0.53, 0.92, -0.94], [1.16, 0.70, 3.89], [-1.23, 1.14, 2.12], [0.17, -0.05, 0.29], [1.47, 0.33, 2.15], [3.89, 3.57, 0.24], [-0.01, -0.20, -0.18], [0.03, 0.22, 0.15], [0.24, -0.46, -0.21], [-2.69, 0.21, -0.40], [0.22, 0.25, -0.27], [0.16, -0.07, -0.21], [0.25, 0.00, 0.10], [-0.18, 0.35, -0.27], [-0.15, 2.28, -2.74], [-1.33, -0.24, 1.11], [-1.17, 0.02, 0.46], [-0.12, 0.85, -0.63], [-0.10, 0.37, 0.04], [0.73, -1.21, 1.07], [-0.14, 0.48, -0.33], [-0.17, 0.09, -0.20], [-0.31, 0.27, 0.92], [-0.01, -0.21, -0.17], [-3.51, 0.09, -2.83], [-0.72, -0.77, -2.39], [0.20, -1.31, -1.04], [0.09, -0.33, 0.15], [0.10, -0.39, -0.08], [-0.70, 0.22, 1.67]], "multiplicity": 1, "e_tot_ev": -113420.5274, "smiles": "CCCCCCc1ccc2c(c1OC[C@@H](C)O)Nc1ccccc1S2.COC(=O)OC.COC(=O)OC.COC(=O)OC.COC(=O)OC.COC(=O)OC.COC(=O)OC.COC(=O)OC.COC(=O)OC", "homo_energy_ev": -8.02}